{"formula": "C2HClNO4", "method": "ωB97M-V/def2-TZVPD", "e_above_lowest_kcal_mol": 11.4, "total_charge": -1, "e_tot_ev": -24293.5759, "largest_force_ha_per_bohr": 0.0913, "orbital_gap_ev": 8.86, "species": ["C", "C", "N", "O", "O", "O", "O", "Cl", "H"], "coordinates": [[-0.98, -1.43, 0.08], [-2.63, 0.58, 0.64], [0.05, -1.35, 0.72], [-1.81, 0.92, 1.37], [-1.96, -2.12, -0.18], [-3.55, 0.27, 0.05], [0.96, -0.35, 0.69], [-0.96, 0.53, -1.45], [1.02, -0.02, -0.25]]}


{"formula": "C2HClO2S", "method": "ωB97M-V/def2-TZVPD", "e_above_lowest_kcal_mol": 57.8, "total_charge": 0, "smiles": "O=C=CCl.O=S", "e_tot_ev": -29539.2183, "largest_force_ha_per_bohr": 0.0750, "orbital_gap_ev": [7.71, 7.68], "species": ["O", "C", "C", "Cl", "H", "O", "S"], "coordinates": [[1.76, -1.19, 1.98], [0.90, -1.07, 1.26], [0.04, -0.98, 0.25], [-1.72, -0.84, 0.52], [0.19, -0.96, -0.81], [-1.33, -1.28, -3.11], [-2.12, -0.18, -2.55]]}


{"formula": "C2HDyF5NO5S2", "method": "ωB97M-V/def2-TZVPD", "e_above_lowest_kcal_mol": 30.0, "total_charge": 1, "spin_multiplicity": 7, "e_tot_ev": -73144.8023, "s2": 12.715, "largest_force_ha_per_bohr": 0.0936, "orbital_gap_ev": [5.85, 7.30], "species": ["N", "S", "O", "O", "C", "F", "F", "S", "O", "O", "Dy", "C", "F", "F", "F", "O", "H"], "coordinates": [[3.91, -0.26, -0.04], [4.79, 0.64, -1.09], [5.68, -0.23, -1.85], [3.81, 1.44, -1.92], [5.46, 2.14, -0.12], [5.95, 1.69, 1.05], [6.54, 2.54, -0.84], [2.62, 0.32, 0.74], [2.28, 1.74, 0.46], [2.40, -0.23, 2.07], [3.45, 3.36, -0.64], [1.67, -0.96, -0.43], [2.00, -2.20, -0.11], [0.39, -0.80, -0.13], [1.77, -0.77, -1.73], [0.24, -2.31, 3.87], [0.83, -1.71, 3.35]]}


{"formula": "C2HF", "method": "ωB97M-V/def2-TZVPD", "e_above_lowest_kcal_mol": 199.9, "total_charge": 0, "e_tot_ev": -4795.3887, "largest_force_ha_per_bohr": 0.0275, "orbital_gap_ev": [5.10, 5.09], "species": ["C", "C", "F", "H"], "coordinates": [[1.07, -0.01, 1.59], [-1.13, 0.69, -0.80], [-0.53, -0.05, -1.64], [0.59, -0.62, 0.85]]}


{"formula": "C2HF2N3", "method": "ωB97M-V/def2-TZVPD", "e_above_lowest_kcal_mol": 54.3, "total_charge": 0, "e_tot_ev": -11990.2901, "largest_force_ha_per_bohr": 0.0940, "orbital_gap_ev": 9.59, "species": ["C", "C", "N", "N", "N", "F", "F", "H"], "coordinates": [[-0.67, 1.12, -0.04], [-0.67, -1.12, -0.04], [0.57, 1.18, 0.05], [0.57, -1.18, 0.05], [1.23, 0.00, 0.17], [-1.62, 2.01, -0.06], [-1.61, -2.01, -0.06], [2.21, 0.00, -0.06]]}


{"formula": "C2HF3N2", "method": "ωB97M-V/def2-TZVPD", "e_above_lowest_kcal_mol": 67.6, "total_charge": 0, "e_tot_ev": -13219.2798, "largest_force_ha_per_bohr": 0.1221, "orbital_gap_ev": 9.80, "species": ["C", "C", "N", "N", "F", "F", "F", "H"], "coordinates": [[0.17, 0.13, 0.00], [-3.27, 0.07, -0.05], [-1.00, 0.19, 0.18], [-2.03, 0.76, -0.02], [-3.55, -0.63, -1.19], [-3.46, -0.83, 0.84], [-4.34, 0.87, 0.22], [1.23, 0.10, 0.35]]}


{"formula": "C2HF3O2", "method": "ωB97M-V/def2-TZVPD", "e_above_lowest_kcal_mol": 124.7, "total_charge": 0, "smiles": "OOC(F)=C(F)F", "e_tot_ev": -14332.8974, "largest_force_ha_per_bohr": 0.0741, "orbital_gap_ev": 10.56, "species": ["O", "O", "C", "F", "C", "F", "F", "H"], "coordinates": [[1.72, -0.96, -0.02], [1.09, 0.28, -0.33], [-0.28, 0.21, -0.38], [-0.74, -0.30, -1.56], [-1.12, 0.51, 0.61], [-2.40, 0.50, 0.55], [-0.76, 0.92, 1.87], [2.49, -1.16, -0.74]]}


{"formula": "C2HF3O2", "method": "ωB97M-V/def2-TZVPD", "e_above_lowest_kcal_mol": 41.5, "total_charge": 0, "smiles": "O=C(F)C(O)(F)F", "e_tot_ev": -14336.5053, "largest_force_ha_per_bohr": 0.1061, "orbital_gap_ev": 11.84, "species": ["O", "C", "F", "C", "O", "F", "F", "H"], "coordinates": [[1.05, 1.55, 0.88], [0.70, 0.96, -0.07], [0.74, 1.47, -1.30], [0.13, -0.46, -0.10], [-1.44, -0.17, 0.55], [-0.03, -1.01, -1.28], [0.71, -1.31, 0.73], [-1.85, -1.04, 0.58]]}


{"formula": "C2HF3O2", "method": "ωB97M-V/def2-TZVPD", "e_above_lowest_kcal_mol": 81.3, "total_charge": 0, "e_tot_ev": -14334.7807, "largest_force_ha_per_bohr": 0.0672, "orbital_gap_ev": 9.41, "species": ["C", "C", "O", "O", "F", "F", "F", "H"], "coordinates": [[0.79, 0.51, -0.13], [-0.94, -1.58, -0.27], [-0.24, 0.18, -0.66], [1.15, 1.49, 0.61], [1.86, -0.33, -0.30], [-1.19, -1.44, 1.01], [-2.09, -1.22, -0.80], [0.66, 2.39, 0.53]]}


{"formula": "C2HF3O2S", "method": "ωB97M-V/def2-TZVPD", "e_above_lowest_kcal_mol": 63.8, "total_charge": 0, "smiles": "O=S(=O)(F)C=C(F)F", "e_tot_ev": -25168.9786, "largest_force_ha_per_bohr": 0.1429, "orbital_gap_ev": 10.17, "species": ["O", "S", "O", "F", "C", "C", "F", "F", "H"], "coordinates": [[-0.53, 0.85, -2.05], [-0.09, 1.00, -0.74], [-0.90, 1.89, 0.01], [1.44, 1.43, -0.89], [0.34, -0.56, -0.33], [0.13, -0.89, 1.06], [-0.50, -0.23, 1.94], [0.53, -2.04, 1.52], [-0.42, -1.45, -0.53]]}


{"formula": "C2HF4NO2", "method": "ωB97M-V/def2-TZVPD", "total_charge": 0, "spin_multiplicity": 3, "e_tot_ev": -18538.9852, "s2": 2.005, "largest_force_ha_per_bohr": 0.0883, "orbital_gap_ev": [10.26, 10.91], "species": ["C", "C", "N", "O", "O", "F", "F", "F", "F", "H"], "coordinates": [[0.84, 1.08, -0.03], [0.14, 0.18, -0.94], [-1.48, -1.70, 0.95], [-0.70, -2.19, 1.66], [-2.56, -1.31, 0.92], [0.35, 0.99, 1.20], [2.13, 0.91, 0.15], [0.83, -0.93, -1.36], [-0.21, 0.83, -2.09], [0.66, 2.15, -0.47]]}


{"formula": "C2HF5O", "method": "ωB97M-V/def2-TZVPD", "e_above_lowest_kcal_mol": 113.2, "total_charge": 0, "e_tot_ev": -17720.3810, "largest_force_ha_per_bohr": 0.0793, "orbital_gap_ev": 10.61, "species": ["C", "C", "O", "F", "F", "F", "F", "F", "H"], "coordinates": [[-0.09, 0.68, 0.49], [-1.94, 0.52, 0.03], [0.45, 1.67, -0.19], [-0.15, 1.02, 1.82], [-2.41, -0.40, 0.87], [-2.68, 1.58, 0.01], [-1.94, -0.10, -1.18], [1.89, 1.47, -0.50], [0.31, -0.37, 0.54]]}